No. 1
The molecule C23H29N3O3. Source: OMol25; level of theory: wB97M-V/def2-TZVPD.

```
58
Properties=species:S:1:pos:R:3:forces:R:3:lowdin_charge:R:1
C -5.429 -0.406 1.243 0.064 0.150 0.107 -0.094
C -4.505 0.582 1.943 0.112 -0.196 -0.100 -0.223
C -3.048 0.113 1.928 -0.275 0.101 0.317 -0.136
N -2.527 -0.034 0.592 0.144 -0.180 0.127 0.019
C -2.354 -1.255 -0.008 -0.344 -0.675 0.458 -0.342
O -2.704 -2.310 0.480 0.002 0.189 -0.075 0.093
C -1.824 -0.977 -1.393 0.110 -0.602 0.000 -0.117
N -1.340 -1.688 -2.337 0.017 0.767 -0.472 0.125
O -0.929 -2.962 -2.258 -0.229 -0.369 -0.177 -0.082
C -0.638 -3.563 -1.003 -0.119 -0.193 0.841 -0.074
C 0.338 -2.729 -0.152 -0.102 -0.157 -0.610 -0.474
O 0.382 -2.855 1.053 -0.058 -0.154 0.389 0.079
N 1.098 -1.883 -0.869 0.382 0.167 -0.315 0.152
C 1.983 -0.860 -0.315 -0.117 -0.247 0.127 -0.408
C 2.518 -0.024 -1.476 0.042 0.048 0.123 -0.078
C 3.445 1.064 -0.935 0.096 0.142 -0.205 -0.287
C 2.667 1.968 0.020 -0.001 -0.036 0.026 -0.117
C 2.134 1.133 1.183 -0.131 0.188 0.124 -0.283
C 3.297 0.483 1.930 -0.016 0.000 -0.042 -0.115
C 4.074 -0.418 0.972 0.231 -0.105 0.107 -0.288
C 4.612 0.416 -0.191 -0.040 -0.009 0.027 -0.120
C 3.150 -1.510 0.435 0.054 0.128 0.076 -0.071
C 1.205 0.049 0.643 0.070 0.051 0.088 -0.069
C -1.884 0.471 -1.537 -0.081 0.638 0.041 -0.115
C -1.528 1.304 -2.581 -0.102 -0.171 0.254 -0.014
C -1.555 2.674 -2.367 0.024 0.157 -0.083 -0.088
C -1.908 3.191 -1.129 0.043 0.005 -0.068 -0.078
C -2.255 2.365 -0.068 -0.033 -0.132 0.145 -0.009
C -2.246 1.000 -0.285 0.188 0.245 -0.798 -0.176
H -5.330 -1.396 1.682 -0.026 -0.127 -0.001 0.077
H -6.464 -0.087 1.331 -0.099 -0.009 -0.044 0.071
H -5.184 -0.479 0.185 -0.020 -0.058 -0.106 0.073
H -4.582 1.558 1.459 -0.007 0.066 0.094 0.097
H -4.810 0.697 2.985 0.030 0.093 0.018 0.110
H -2.414 0.817 2.477 0.021 -0.097 -0.027 0.127
H -2.972 -0.873 2.395 0.062 0.144 -0.009 0.131
H -0.175 -4.517 -1.264 0.014 0.131 -0.005 0.141
H -1.532 -3.743 -0.397 0.261 0.085 -0.215 0.114
H 1.013 -1.898 -1.875 -0.127 -0.050 0.114 0.138
H 1.682 0.433 -2.014 -0.080 -0.012 -0.052 0.125
H 3.065 -0.665 -2.172 -0.001 -0.076 -0.069 0.129
H 3.829 1.659 -1.771 -0.034 -0.051 0.042 0.141
H 1.836 2.442 -0.508 -0.038 0.063 -0.019 0.117
H 3.320 2.758 0.397 0.024 0.080 -0.004 0.120
H 1.572 1.778 1.868 0.020 -0.039 -0.032 0.141
H 3.957 1.254 2.334 0.033 0.031 0.061 0.120
H 2.916 -0.108 2.765 0.001 -0.012 0.090 0.123
H 4.910 -0.884 1.504 -0.046 0.020 -0.027 0.141
H 5.285 1.189 0.187 0.071 0.037 -0.008 0.120
H 5.182 -0.219 -0.873 0.070 -0.018 -0.033 0.119
H 3.696 -2.170 -0.242 -0.004 -0.044 -0.058 0.130
H 2.754 -2.112 1.254 -0.004 -0.044 -0.016 0.122
H 0.370 0.508 0.107 -0.041 0.007 -0.057 0.115
H 0.803 -0.551 1.460 -0.039 -0.003 -0.007 0.123
H -1.245 0.884 -3.533 0.068 -0.049 -0.116 0.115
H -1.292 3.346 -3.169 0.016 0.062 -0.068 0.100
H -1.910 4.261 -0.982 -0.001 0.087 0.010 0.104
H -2.511 2.782 0.893 -0.054 0.032 0.110 0.109
```
Positions in Å, forces in eV/Å.

Calculated values
* E_HOMO: -0.3108 Ha
* SMILES string: CCCN1C(=O)/C(=N\OCC(=O)N[C@]23C[C@H]4C[C@H](C[C@H](C4)C2)C3)c2ccccc21
* E: -34934.937 eV
* HOMO-LUMO gap: 0.2986 hartree
* energy above the lowest of the compared OMol25 structures with the same formula, charge and spin: 2.741 eV
* largest force on an atom: 0.900 eV/A

---

No. 2
The molecule C23H29N3O5S. Source: OMol25; level of theory: wB97M-V/def2-TZVPD.

```
61
Properties=species:S:1:pos:R:3:forces:R:3:lowdin_charge:R:1
C -5.633 -2.116 -3.450 0.105 -0.020 0.414 -0.063
C -5.632 -2.723 -2.054 -0.427 -0.107 -0.308 -0.225
O -4.726 -2.049 -1.185 0.188 0.215 0.199 -0.018
C -5.189 -0.895 -0.639 0.126 -0.100 -0.118 -0.539
O -6.312 -0.478 -0.803 -0.406 -0.030 -0.127 0.086
N -4.242 -0.259 0.084 0.136 -0.015 0.049 -0.030
C -2.959 -0.825 0.434 0.215 -0.273 0.152 -0.102
C -2.953 -1.192 1.929 0.014 -0.081 -0.228 -0.139
N -3.344 -0.102 2.801 0.103 0.090 0.122 -0.160
C -2.289 0.782 3.249 -0.155 -0.052 0.041 -0.091
C -1.522 1.504 2.148 -0.008 -0.153 0.370 -0.460
O -1.902 2.515 1.585 -0.256 0.056 0.209 -0.017
N -0.355 0.904 1.788 0.212 -0.256 0.193 0.108
C 0.419 1.382 0.768 0.179 0.146 -0.201 -0.433
S -0.032 2.764 -0.146 0.677 -0.161 -0.438 1.180
C 1.403 2.582 -1.141 -0.235 -0.045 0.278 -0.502
C 1.625 3.547 -2.258 0.057 0.065 -0.133 -0.271
C 2.934 3.320 -3.004 -0.228 0.078 0.088 -0.108
C 2.160 1.532 -0.750 -0.102 0.200 -0.148 -0.085
C 1.622 0.825 0.367 -0.603 0.186 0.219 -0.169
C 2.154 -0.351 1.032 -0.082 0.067 0.045 -0.299
O 1.480 -0.996 1.841 0.146 -0.127 -0.043 0.053
C 3.538 -0.761 0.713 0.287 -0.142 0.101 -0.157
C 3.835 -2.121 0.602 0.000 0.139 -0.024 -0.004
C 5.116 -2.538 0.332 0.204 0.013 -0.033 0.010
C 6.151 -1.607 0.197 -0.195 0.000 0.044 -0.270
O 7.378 -2.121 -0.064 -0.327 -0.169 0.045 -0.077
C 8.469 -1.242 -0.200 0.199 0.175 -0.023 -0.085
C 5.867 -0.252 0.346 0.422 -0.067 -0.069 -0.008
C 4.571 0.162 0.596 -0.276 -0.184 0.054 -0.028
C -4.586 0.508 2.368 -0.116 0.139 -0.240 -0.139
C -4.600 0.896 0.883 -0.305 0.182 0.159 -0.104
H -5.998 -1.093 -3.403 -0.043 0.055 -0.046 0.074
H -4.626 -2.114 -3.861 0.068 -0.024 -0.084 0.076
H -6.283 -2.694 -4.100 -0.067 -0.055 -0.109 0.076
H -6.638 -2.677 -1.625 0.180 -0.099 -0.048 0.120
H -5.283 -3.758 -2.074 -0.063 0.116 0.032 0.121
H -2.774 -1.710 -0.173 0.071 0.113 0.060 0.127
H -2.189 -0.078 0.213 0.013 -0.100 -0.028 0.117
H -1.967 -1.557 2.223 0.016 -0.061 0.023 0.122
H -3.679 -1.998 2.082 0.084 -0.068 -0.073 0.129
H -1.587 0.186 3.842 0.019 0.093 0.000 0.128
H -2.744 1.536 3.895 0.143 -0.007 -0.044 0.132
H 0.021 0.041 2.200 -0.236 0.238 -0.048 0.124
H 0.788 3.473 -2.959 0.016 0.091 -0.003 0.111
H 1.608 4.563 -1.851 -0.037 0.014 -0.077 0.110
H 2.951 2.331 -3.456 0.061 -0.099 -0.061 0.076
H 3.781 3.409 -2.328 0.128 -0.012 0.034 0.076
H 3.044 4.060 -3.792 0.060 0.023 -0.074 0.071
H 3.063 1.227 -1.244 0.168 0.017 -0.146 0.110
H 3.037 -2.839 0.719 -0.059 -0.077 0.028 0.121
H 5.354 -3.585 0.228 0.022 -0.127 -0.020 0.120
H 9.332 -1.873 -0.403 -0.038 0.089 0.013 0.094
H 8.324 -0.548 -1.034 -0.005 -0.022 0.044 0.096
H 8.645 -0.675 0.720 -0.019 -0.016 -0.044 0.096
H 6.647 0.490 0.274 0.088 0.030 -0.003 0.104
H 4.373 1.214 0.739 -0.020 0.087 -0.035 0.122
H -4.786 1.386 2.983 -0.035 -0.003 0.036 0.124
H -5.379 -0.228 2.542 -0.065 0.084 -0.036 0.129
H -5.597 1.219 0.582 0.112 0.014 0.042 0.125
H -3.883 1.698 0.688 -0.109 -0.064 0.018 0.114
```
Positions in Å, forces in eV/Å.

Calculated values
* E_HOMO: -0.2986 Ha
* SMILES string: CCOC(=O)N1CCN(CC(=O)Nc2sc(CC)cc2C(=O)c2ccc(OC)cc2)CC1
* E: -49865.654 eV
* HOMO-LUMO gap: 0.2995 hartree
* energy above the lowest of the compared OMol25 structures with the same formula, charge and spin: 0.675 eV
* largest force on an atom: 0.822 eV/A

---

No. 3
The molecule C23H29N3O5S. Source: OMol25; level of theory: wB97M-V/def2-TZVPD.

```
61
Properties=species:S:1:pos:R:3:forces:R:3:lowdin_charge:R:1
C 7.544 -3.825 1.017 -0.345 -0.286 0.033 -0.069
C 6.755 -5.045 1.488 0.263 0.045 0.064 -0.273
O 5.637 -5.353 0.682 -0.163 -0.048 -0.199 -0.151
C 4.558 -4.455 0.835 -0.109 -0.075 -0.066 -0.243
C 3.432 -4.888 -0.097 0.166 0.233 0.303 -0.147
C 2.265 -3.902 -0.064 -0.089 -0.556 0.220 -0.245
N 2.619 -2.567 -0.498 0.392 0.611 0.506 -0.124
S 3.194 -1.474 0.641 -0.345 0.240 -0.678 0.650
O 2.934 -1.990 1.952 -0.309 -0.073 -0.062 -0.280
O 4.535 -1.090 0.293 -0.194 0.147 -0.244 -0.295
C 2.100 -0.103 0.321 0.465 -0.302 0.191 -0.286
C 2.465 0.880 -0.577 0.050 -0.083 0.111 -0.042
C 1.594 1.915 -0.861 -0.021 0.106 -0.091 0.013
C 0.348 1.956 -0.237 0.369 -0.286 -0.026 -0.198
N -0.589 2.960 -0.480 -0.221 -0.153 0.358 0.157
C -0.528 3.995 -1.365 -0.519 0.344 -0.055 -0.429
O 0.406 4.230 -2.095 0.238 0.028 -0.143 0.093
C -1.804 4.841 -1.387 0.125 0.063 -0.079 -0.178
C -2.188 5.370 -0.004 -0.014 0.056 0.022 -0.025
C -3.184 4.353 0.540 0.288 0.316 0.197 -0.463
O -3.527 4.233 1.692 -0.087 0.027 0.248 0.090
N -3.581 3.569 -0.502 0.096 -0.143 -0.200 -0.011
C -4.501 2.504 -0.389 -0.245 -0.266 0.112 -0.200
C -5.641 2.644 0.394 0.033 0.071 -0.050 0.002
C -6.523 1.589 0.523 0.080 -0.042 -0.091 -0.031
C -6.298 0.379 -0.124 0.067 -0.005 0.002 -0.281
C -7.275 -0.747 0.010 -0.049 0.029 -0.026 -0.051
C -5.155 0.251 -0.902 -0.096 -0.004 0.045 -0.041
C -4.259 1.296 -1.033 0.063 0.204 0.036 -0.013
C -3.017 3.980 -1.774 -0.123 0.153 -0.415 -0.079
C -0.007 0.958 0.675 0.119 0.004 -0.075 -0.001
C 0.870 -0.071 0.951 -0.079 0.045 0.071 -0.051
H 6.953 -2.916 1.104 0.012 0.125 0.005 0.062
H 8.438 -3.717 1.625 0.112 0.054 0.061 0.073
H 7.836 -3.953 -0.023 0.062 0.009 -0.096 0.078
H 6.433 -4.900 2.530 0.038 -0.077 -0.059 0.118
H 7.385 -5.937 1.436 -0.035 0.109 0.119 0.117
H 4.210 -4.454 1.879 0.037 0.023 -0.068 0.133
H 4.868 -3.433 0.588 0.073 -0.188 0.070 0.082
H 3.081 -5.878 0.198 -0.021 -0.051 -0.055 0.120
H 3.830 -4.962 -1.111 -0.003 -0.050 -0.062 0.120
H 1.895 -3.793 0.956 -0.148 -0.212 -0.078 0.111
H 1.452 -4.262 -0.704 0.047 0.052 0.150 0.117
H 3.209 -2.558 -1.316 0.161 0.174 -0.143 0.114
H 3.440 0.830 -1.035 0.112 0.084 -0.106 0.115
H 1.866 2.690 -1.559 0.017 -0.009 0.006 0.104
H -1.429 2.879 0.078 0.097 0.036 -0.172 0.130
H -1.634 5.641 -2.109 0.034 -0.173 0.069 0.149
H -1.343 5.485 0.674 -0.085 -0.007 0.045 0.135
H -2.691 6.336 -0.075 -0.010 -0.004 0.018 0.134
H -5.824 3.574 0.908 0.001 0.069 0.045 0.116
H -7.404 1.707 1.136 -0.095 0.018 0.081 0.116
H -6.846 -1.680 -0.346 -0.022 -0.088 -0.001 0.074
H -8.171 -0.537 -0.574 -0.078 -0.066 -0.016 0.085
H -7.577 -0.871 1.048 -0.046 -0.072 0.050 0.081
H -4.953 -0.682 -1.408 0.008 -0.099 -0.041 0.111
H -3.367 1.159 -1.627 0.095 0.019 -0.053 0.108
H -2.737 3.120 -2.385 -0.025 0.064 0.045 0.125
H -3.755 4.570 -2.333 0.098 -0.081 -0.018 0.138
H -0.970 0.998 1.164 -0.102 -0.007 0.064 0.119
H 0.626 -0.847 1.658 -0.140 -0.054 0.124 0.116
```
Positions in Å, forces in eV/Å.

Calculated values
* E_HOMO: -0.3282 Ha
* SMILES string: CCOCCCNS(=O)(=O)c1ccc(NC(=O)[C@@H]2CC(=O)N(c3ccc(C)cc3)C2)cc1
* E: -49865.407 eV
* HOMO-LUMO gap: 0.3455 hartree
* energy above the lowest of the compared OMol25 structures with the same formula, charge and spin: 0.922 eV
* largest force on an atom: 0.884 eV/A

---

No. 4
A structure of composition C23H30B2MnO31 in a non-equilibrium geometry. Source: OMol25; level of theory: wB97M-V/def2-TZVPD.

```
87
Properties=species:S:1:pos:R:3:forces:R:3:lowdin_charge:R:1
Mn -0.592 -0.167 0.147 1.341 0.250 0.078 0.936
O 0.452 2.880 -2.027 2.996 0.265 3.032 0.086
C 1.399 3.022 -1.203 -3.274 0.149 -3.982 -0.310
O 2.411 3.843 -1.390 -0.451 -0.479 1.249 0.238
B 3.328 3.650 -0.225 2.419 1.947 -1.708 -0.773
O 2.606 2.741 0.650 2.597 0.255 3.179 0.316
C 1.576 2.281 0.144 -3.025 -0.590 -3.204 -0.376
O 0.802 1.419 0.514 0.720 0.132 0.999 0.076
O 3.796 4.957 0.405 0.172 -0.557 -0.412 0.157
C 5.155 5.160 0.242 -0.966 -2.289 0.803 -0.317
O 5.835 5.983 0.794 -1.040 -0.644 -1.155 0.136
C 5.612 3.793 -0.506 2.855 0.692 0.137 -0.358
O 4.578 3.028 -0.798 -0.934 0.738 1.073 0.209
O 6.783 3.516 -0.679 -2.053 0.627 0.121 0.136
O 3.793 -3.246 1.169 0.243 0.107 0.086 0.138
C 4.128 -2.404 0.388 0.187 0.315 -0.605 -0.364
O 5.372 -2.004 0.069 -0.977 -0.878 -0.352 0.217
B 5.315 -1.084 -1.118 0.386 0.994 1.374 -0.893
O 3.897 -0.746 -1.170 -1.115 0.543 -1.364 0.238
C 3.132 -1.515 -0.460 -1.200 0.160 1.234 -0.346
O 1.906 -1.447 -0.362 2.252 -0.520 -0.147 0.077
O 6.097 0.119 -0.808 -0.587 0.148 0.733 0.237
C 7.040 0.299 -1.684 3.784 2.228 0.280 -0.367
O 8.004 1.088 -1.604 -3.135 -2.454 -0.452 0.104
C 6.910 -0.811 -2.732 3.002 0.047 -1.574 -0.318
O 5.839 -1.544 -2.382 0.671 -0.746 -1.120 0.232
O 7.795 -0.986 -3.590 -3.533 -0.237 2.072 0.105
C -4.974 -3.167 0.359 -0.236 -0.064 -0.358 -0.197
O -3.825 -2.292 0.436 1.623 0.343 -0.194 -0.041
C -2.595 -2.658 0.044 -1.539 -0.567 -0.144 -0.546
O -1.677 -1.867 -0.122 -0.987 -1.102 0.115 0.037
O -2.507 -3.977 -0.141 -1.436 0.198 0.862 -0.020
C -1.386 -4.442 -0.823 1.768 0.725 -1.437 -0.059
H -4.885 -4.026 1.024 0.000 0.233 0.168 0.071
H -5.160 -3.520 -0.656 0.490 -0.064 -0.255 0.054
H -5.823 -2.515 0.564 0.120 -0.106 0.489 0.045
H -1.244 -3.688 -1.598 0.852 -0.028 -0.089 0.090
H -1.481 -5.363 -1.398 -0.917 -0.216 0.721 0.098
H -0.518 -4.513 -0.168 0.001 0.114 -0.045 0.104
C -1.275 0.337 -5.277 -0.075 -0.076 -2.030 -0.070
O -1.074 0.331 -3.916 1.192 0.501 3.221 -0.001
C -0.090 -0.300 -3.267 -0.319 -0.786 3.778 -0.407
O 0.064 -0.207 -1.967 -0.443 -0.659 -6.567 -0.011
O 0.517 -1.147 -4.109 0.774 0.546 0.671 -0.017
C 1.632 -1.996 -3.665 -0.658 0.077 0.410 0.033
H -0.753 1.114 -5.836 0.282 0.524 0.616 0.101
H -2.338 0.562 -5.359 0.034 -0.497 -0.465 0.098
H -0.910 -0.563 -5.771 -0.709 -0.336 0.203 0.097
H 2.454 -1.384 -3.293 -0.249 -0.080 0.233 0.098
H 1.985 -2.606 -4.496 -0.357 0.465 -0.310 0.097
H 1.200 -2.682 -2.936 0.415 0.228 0.347 0.094
C -1.106 -3.174 3.293 0.110 -1.065 -0.302 -0.045
O 0.047 -2.513 3.762 0.233 0.080 0.528 0.016
C 0.607 -1.479 3.124 -3.098 -0.754 -2.353 -0.604
O 0.348 -1.109 1.987 0.090 -0.486 0.458 0.070
O 1.333 -0.895 3.957 1.445 0.971 2.020 0.052
C 1.986 0.342 3.721 1.443 -0.259 0.064 0.015
H -0.872 -3.662 2.347 -0.429 0.332 -0.311 0.091
H -2.025 -2.588 3.311 0.241 0.453 -0.434 0.087
H -1.298 -3.990 3.989 0.245 0.076 0.158 0.091
H 1.380 1.182 3.382 -0.423 -0.350 0.330 0.103
H 2.789 0.206 2.996 -0.068 -0.048 -0.130 0.107
H 2.447 0.416 4.706 0.051 1.090 -0.243 0.105
C -4.764 0.717 2.135 -0.850 0.919 -0.950 -0.062
O -3.767 0.530 3.106 -0.883 -0.763 0.957 -0.002
C -2.504 0.401 2.812 -0.877 0.559 -0.480 -0.573
O -2.044 0.404 1.689 -0.142 -0.177 0.702 0.084
O -1.813 0.359 3.911 2.973 -1.388 -2.368 0.025
C -2.294 0.418 5.184 -0.856 1.336 1.833 -0.054
H -4.754 1.790 1.945 -0.108 0.018 -0.588 0.090
H -5.757 0.496 2.525 0.361 -0.238 0.533 0.076
H -4.669 0.123 1.226 0.520 0.026 0.074 0.080
H -3.207 -0.142 5.388 0.202 -0.236 -0.216 0.103
H -2.506 1.480 5.307 -0.293 0.042 0.805 0.107
H -1.464 0.144 5.835 -0.241 -0.150 0.003 0.109
C -4.171 0.928 -1.994 -0.854 -2.999 -2.491 -0.125
O -3.801 2.131 -1.498 2.041 1.938 2.595 -0.021
C -2.685 2.186 -0.696 -0.122 -0.676 0.639 -0.391
O -1.728 1.382 -0.686 -3.999 3.371 -0.449 0.031
O -2.833 3.239 0.183 1.298 -2.397 -0.358 -0.003
C -3.874 4.198 0.074 0.189 1.274 -0.996 -0.060
H -4.075 0.034 -1.379 0.580 0.308 0.579 0.085
H -3.657 0.740 -2.937 0.266 -0.225 -0.009 0.085
H -5.228 0.903 -2.261 -0.129 0.682 0.197 0.079
H -3.513 5.067 0.624 0.391 0.059 -0.369 0.096
H -4.864 4.076 0.512 0.079 -1.410 0.020 0.086
H -3.969 4.394 -0.994 -0.341 0.510 0.237 0.099
```
Positions in Å, forces in eV/Å.

Calculated values
* E_HOMO (spin up / spin down): -0.0257 / -0.2498 Ha
* charge: -1
* E: -120491.782 eV
* multiplicity: 7
* HOMO-LUMO gap (spin up / spin down): 0.0883 / 0.3113 hartree
* largest force on an atom: 6.615 eV/A
* <S²>: 12.00